# 1
This record from OMol25 describes ClH3O3SSi as an isolated structure. The level of theory is ωB97M-V with the def2-TZVPD basis set.

Computed properties:
**LUMO**: -0.58 eV
**Relative energy (zero: lowest compared OMol25 entry of this formula, charge and spin)**: 3.7711 eV
**HOMO**: -0.4184 Eh
**Multiplicity**: 1
**Electronic energy**: -37424.45248 eV

Each line ends with the Löwdin charge.
Atoms and positions in Å:
1 O 0.708 -2.048 -0.122  -0.31
2 O 0.871 -0.363 1.553  -0.36
3 O -1.033 -0.034 -0.431  -0.52
4 Si 0.062 1.180 -0.807  0.52
5 S 0.016 -1.150 0.729  0.20
6 Cl -1.339 -1.937 1.773  0.56
7 H 0.352 2.055 0.513  -0.01
8 H 1.357 0.736 -1.456  -0.04
9 H -0.995 1.561 -1.754  -0.04


# 2
This record from OMol25 describes a 2-piece molecular cluster, C6H15NO overall. The level of theory is ωB97M-V with the def2-TZVPD basis set.

Computed properties:
**LUMO**: 0.61 eV
**Relative energy (zero: lowest compared OMol25 entry of this formula, charge and spin)**: 2.3388 eV
**HOMO**: -0.3304 Eh
**Multiplicity**: 1
**Electronic energy**: -10001.41836 eV

Each line ends with the Löwdin charge.
Atoms and positions in Å:
1 C 2.922 1.104 0.938  -0.11
2 C 1.524 0.737 0.493  -0.16
3 C 0.869 -0.163 1.233  -0.14
4 C -0.582 -0.618 1.437  -0.18
5 C -1.326 -1.275 0.269  -0.20
6 C -0.605 -1.444 -1.070  -0.30
7 N 0.189 -2.641 -1.331  -0.01
8 H 3.494 0.228 1.210  0.07
9 H 3.450 1.689 0.192  0.06
10 H 2.815 1.838 1.735  0.07
11 H 1.057 1.219 -0.363  0.10
12 H 1.518 -0.688 1.928  0.09
13 H -1.167 0.222 1.785  0.10
14 H -0.439 -1.259 2.300  0.09
15 H -2.196 -0.671 -0.025  0.10
16 H -1.776 -2.224 0.572  0.10
17 H -1.320 -1.406 -1.893  0.10
18 H 0.088 -0.608 -1.181  0.08
19 H -0.375 -3.478 -1.272  0.06
20 H 0.958 -2.731 -0.676  0.06
21 O -2.347 3.716 -1.355  -0.07
22 H -2.408 2.837 -0.955  0.02
23 H -2.688 3.513 -2.247  0.04


# 3
This record from OMol25 describes a single C3H4N2O molecule. The level of theory is ωB97M-V with the def2-TZVPD basis set.

Computed properties:
**LUMO**: 0.44 eV
**Relative energy (zero: lowest compared OMol25 entry of this formula, charge and spin)**: 4.2256 eV
**HOMO**: -0.3424 Eh
**Multiplicity**: 1
**Electronic energy**: -8199.65986 eV

Each line ends with the Löwdin charge.
Atoms and positions in Å:
1 O 2.359 -0.299 0.000  0.05
2 C 1.019 -0.409 -0.087  -0.38
3 C 0.055 -1.311 -0.236  0.17
4 N -1.509 -0.195 0.266  0.08
5 C -0.852 0.969 0.173  -0.38
6 N 0.426 1.028 0.065  0.05
7 H 2.431 0.653 0.228  0.11
8 H -0.390 -2.250 -0.513  0.06
9 H -2.498 -0.247 -0.038  0.09
10 H -1.041 2.060 0.142  0.13